No. 1
A cluster of 2 separate species, C2H3N3O in total. Source: the Open Molecules 2025 dataset; level of theory: ωB97M-V/def2-TZVPD.

For the HOMO-LUMO gap (alpha / beta), the calculation gives 8.683 / 7.877 eV. Its relative energy (zero: lowest compared OMol25 entry of this formula, charge and spin) is 6.015 eV. Its charge is 0. The energy is -317.311266 hartree. Its HOMO energy (alpha / beta) is -0.3919 / -0.3846 Ha. Its LUMO energy (alpha / beta) is -2.0 / -2.6 eV.

Positions of all 9 atoms, in Å:
C 0.8324 0.5898 0.5161
C 0.8165 -0.7826 0.4568
N -0.3774 1.0558 0.2663
N -0.4371 -1.1749 0.1495
N -1.0365 -0.0577 0.2156
O -3.0930 -0.0531 0.1928
H 1.7139 1.1614 0.7408
H 1.6660 -1.4195 0.6251
H -3.1858 -0.0987 -0.7119


No. 2
An isolated molecule of C2H3N3O. Source: the Open Molecules 2025 dataset; level of theory: ωB97M-V/def2-TZVPD.

For the HOMO-LUMO gap, the calculation gives 8.916 eV. Its relative energy (zero: lowest compared OMol25 entry of this formula, charge and spin) is 3.879 eV. Its charge is 0. The energy is -317.389781 hartree. Its HOMO energy is -0.3337 Ha. Its LUMO energy is -0.2 eV.

Positions of all 9 atoms, in Å:
C 0.4914 -0.3524 0.8590
C -0.2735 0.1516 -0.3269
N -0.3242 1.4535 -0.8218
O 0.3722 2.2414 -0.2011
N -1.4333 -1.3433 -1.8766
N -0.9035 -0.6742 -1.1393
H 0.4894 -1.4457 0.8864
H 1.5270 -0.0021 0.8074
H 0.0618 0.0155 1.7969


No. 3
An isolated molecule of C2H3N3O. Source: the Open Molecules 2025 dataset; level of theory: ωB97M-V/def2-TZVPD.

For the HOMO-LUMO gap, the calculation gives 10.135 eV. Its SMILES is [H]/N=N/[C@H]1N=C1O. Its relative energy (zero: lowest compared OMol25 entry of this formula, charge and spin) is 3.844 eV. Its charge is 0. The energy is -317.391047 hartree. Its HOMO energy is -0.3595 Ha. Its LUMO energy is 0.4 eV.

Positions of all 9 atoms, in Å:
H -0.0291 2.3376 1.0457
N -0.0631 1.4764 0.5042
N 1.0844 1.1435 0.1644
C 0.9437 -0.2003 -0.3699
N 0.4241 -1.2247 0.6330
C -0.3902 -0.7108 -0.1661
O -1.6681 -0.7100 -0.5075
H 1.7410 -0.5415 -1.0318
H -2.0426 -1.5701 -0.2718


No. 4
An isolated molecule of C2H3N3O. Source: the Open Molecules 2025 dataset; level of theory: ωB97M-V/def2-TZVPD.

For the HOMO-LUMO gap, the calculation gives 10.683 eV. Its SMILES is Oc1cn[nH]n1. Its relative energy (zero: lowest compared OMol25 entry of this formula, charge and spin) is 1.600 eV. Its charge is 0. The energy is -317.473523 hartree. Its HOMO energy is -0.3626 Ha. Its LUMO energy is 0.8 eV.

Positions of all 9 atoms, in Å:
O -0.7651 -1.7796 -0.5078
C -0.3456 -0.5620 -0.1463
C 1.0200 -0.2474 0.1467
N 1.0684 0.9691 0.5777
N -0.2038 1.4410 0.5358
N -1.0889 0.4944 0.0213
H -1.7266 -1.7495 -0.6010
H 1.9334 -0.7916 -0.0090
H -0.0708 2.2533 -0.0529


No. 5
A structure of composition C2H3N3O2. Source: the Open Molecules 2025 dataset; level of theory: ωB97M-V/def2-TZVPD.

For the HOMO-LUMO gap, the calculation gives 10.842 eV. Its relative energy (zero: lowest compared OMol25 entry of this formula, charge and spin) is 5.276 eV. Its charge is 0. The energy is -392.599667 hartree. Its HOMO energy is -0.3814 Ha. Its LUMO energy is 0.5 eV.

Positions of all 10 atoms, in Å:
C -1.3497 -0.5101 -0.2621
C 1.2149 -0.1618 -0.3536
H -2.0985 0.4725 -0.0883
H -1.3145 -1.2194 0.6231
H -1.2735 -0.9794 -1.5561
N -0.0618 0.1256 0.2483
N 0.1996 1.1289 1.0650
N 1.3141 1.5479 1.1512
O 1.9985 0.8182 0.1520
O 1.3709 -1.2225 -0.9796


No. 6
An isolated molecule of C2H3N3O2. Source: the Open Molecules 2025 dataset; level of theory: ωB97M-V/def2-TZVPD.

For the HOMO-LUMO gap, the calculation gives 9.023 eV. Its SMILES is O/N=c1\nco[nH]1. Its relative energy (zero: lowest compared OMol25 entry of this formula, charge and spin) is 6.323 eV. Its charge is 0. The energy is -392.561162 hartree. Its HOMO energy is -0.3357 Ha. Its LUMO energy is -0.1 eV.

Positions of all 10 atoms, in Å:
O -1.7631 -1.0087 1.7525
N -1.5372 -0.3755 0.4136
C -0.2953 0.0395 0.1864
N 0.9870 -0.1191 0.6392
C 1.7226 0.3047 -0.3994
O 1.1814 0.5224 -1.5675
N -0.1898 0.7922 -1.0836
H -1.0137 -0.5926 2.5100
H 2.8584 0.1495 -0.7032
H -0.5756 0.1857 -1.7934


No. 7
An isolated molecule of C2H3N3O2. Source: the Open Molecules 2025 dataset; level of theory: ωB97M-V/def2-TZVPD.

For the HOMO-LUMO gap, the calculation gives 9.803 eV. Its relative energy (zero: lowest compared OMol25 entry of this formula, charge and spin) is 3.419 eV. Its charge is 0. The energy is -392.667892 hartree. Its HOMO energy is -0.3950 Ha. Its LUMO energy is -0.9 eV.

Positions of all 10 atoms, in Å:
C -0.5396 2.0271 -0.7226
C 0.2342 -0.1725 -0.4702
N 0.0096 1.5984 -1.9187
N -0.4143 0.9300 0.2159
N 0.4532 0.3665 -1.8109
O 1.0474 -0.2819 -2.6769
O -0.8939 3.1246 -0.4695
H 1.1745 -0.4791 -0.0096
H -0.4515 -1.1954 -0.6537
H -0.0925 1.2167 1.0477


No. 8
An isolated molecule of C2H3N3O2. Source: the Open Molecules 2025 dataset; level of theory: ωB97M-V/def2-TZVPD.

For the HOMO-LUMO gap (alpha / beta), the calculation gives 8.560 / 8.559 eV. Its SMILES is [O-][n+]1cnn(O)c1. Its relative energy (zero: lowest compared OMol25 entry of this formula, charge and spin) is 5.784 eV. Its charge is 0. The energy is -392.580971 hartree. Its HOMO energy (alpha / beta) is -0.3075 / -0.3074 Ha. Its LUMO energy (alpha / beta) is 0.2 / 0.2 eV.

Positions of all 10 atoms, in Å:
O -2.3911 -0.6156 -0.1622
N -1.2557 -0.1325 0.0598
C -0.8424 1.1847 0.1625
N 0.4731 1.3131 0.0976
N 0.9100 0.1050 0.0067
O 2.1525 -0.1813 -0.0967
C -0.0402 -0.8012 0.0491
H -1.4079 2.0987 0.0011
H 2.2632 -1.1332 0.0404
H 0.1383 -1.8377 -0.1584


No. 9
An isolated molecule of C2H3N3O2. Source: the Open Molecules 2025 dataset; level of theory: ωB97M-V/def2-TZVPD.

For the HOMO-LUMO gap, the calculation gives 10.738 eV. Its SMILES is Nc1nc(=O)o[nH]1. Its relative energy (zero: lowest compared OMol25 entry of this formula, charge and spin) is 1.979 eV. Its charge is 0. The energy is -392.720822 hartree. Its HOMO energy is -0.3797 Ha. Its LUMO energy is 0.4 eV.

Positions of all 10 atoms, in Å:
N 0.0503 -1.5197 -0.8139
C 0.0794 -0.2275 -0.3504
N -0.0200 0.8566 -0.9968
C -0.1488 1.8281 0.0910
O -0.4365 2.9713 0.1199
O -0.1244 1.1622 1.3065
N -0.0331 -0.2549 1.0266
H -0.2834 -2.2625 -0.1193
H 0.1529 -1.8991 -1.8249
H 0.7636 -0.6545 1.5613


No. 10
An isolated molecule of C2H3N3O2. Source: the Open Molecules 2025 dataset; level of theory: ωB97M-V/def2-TZVPD.

For the HOMO-LUMO gap, the calculation gives 9.693 eV. Its SMILES is [H]/N=c1\ncon1O. Its relative energy (zero: lowest compared OMol25 entry of this formula, charge and spin) is 6.332 eV. Its charge is 0. The energy is -392.560839 hartree. Its HOMO energy is -0.3734 Ha. Its LUMO energy is -0.5 eV.

Positions of all 10 atoms, in Å:
H -1.4498 2.0418 0.6336
N -1.5240 1.2052 -0.0998
C -0.2469 0.8124 -0.3284
N 1.0374 1.2161 0.1740
C 1.5990 0.0812 0.2277
O 1.0621 -1.0145 -0.2336
N -0.3970 -0.6974 -0.5583
O -1.2542 -1.3301 0.3990
H 2.6252 -0.0885 0.8459
H -1.5656 -0.6254 1.1906


No. 11
A structure of composition C2H3N3O3. Source: the Open Molecules 2025 dataset; level of theory: ωB97M-V/def2-TZVPD.

For the HOMO-LUMO gap, the calculation gives 9.688 eV. Its relative energy (zero: lowest compared OMol25 entry of this formula, charge and spin) is 4.495 eV. Its charge is 0. The energy is -467.799127 hartree. Its HOMO energy is -0.3548 Ha. Its LUMO energy is 0.0 eV.

Positions of all 11 atoms, in Å:
C 0.8823 -0.5912 -0.0186
C -0.6765 0.7323 -0.1364
H 0.9621 -0.7886 2.0671
H -1.5651 -0.0487 -1.7161
H -1.9745 1.9272 -0.5860
N 1.7151 -1.5083 0.4007
N -0.4983 0.3097 -1.4758
N -1.6222 1.4786 0.3790
O 1.9334 -1.2488 1.7861
O 0.5385 -0.6515 -1.3390
O 0.3052 0.3893 0.6389


No. 12
An isolated molecule of C2H3N3OS. Source: the Open Molecules 2025 dataset; level of theory: ωB97M-V/def2-TZVPD.

For the HOMO-LUMO gap, the calculation gives 8.645 eV. Its SMILES is On1[nH]cnc1=S. Its relative energy (zero: lowest compared OMol25 entry of this formula, charge and spin) is 2.205 eV. Its charge is 0. The energy is -715.615206 hartree. Its HOMO energy is -0.3225 Ha. Its LUMO energy is -0.1 eV.

Positions of all 10 atoms, in Å:
O -0.7198 1.8170 -0.1087
N -0.1916 0.6540 0.2720
N 1.1497 0.3566 -0.1008
C 1.1471 -1.0404 -0.0722
N -0.0511 -1.5523 0.0029
C -0.9197 -0.4756 0.1463
S -2.5585 -0.4935 -0.0170
H -1.6383 1.5502 -0.3518
H 1.7774 0.8325 0.5386
H 2.0048 -1.6484 -0.3093


No. 13
An isolated molecule of C2H3N3OS. Source: the Open Molecules 2025 dataset; level of theory: ωB97M-V/def2-TZVPD.

For the HOMO-LUMO gap, the calculation gives 8.360 eV. Its SMILES is On1cnc(=S)[nH]1. Its relative energy (zero: lowest compared OMol25 entry of this formula, charge and spin) is 2.297 eV. Its charge is 0. The energy is -715.611833 hartree. Its HOMO energy is -0.3148 Ha. Its LUMO energy is -0.2 eV.

Positions of all 10 atoms, in Å:
O 1.2668 2.2716 -0.6505
N 0.3482 1.4214 -0.1199
C 0.6011 0.9325 1.1364
N 0.1455 -0.2744 1.3557
C -0.3126 -0.7229 0.1062
S -1.0377 -2.1389 -0.2638
N 0.0136 0.2454 -0.8554
H 0.8092 2.9960 -1.0031
H 1.0406 1.5791 1.9162
H -0.6649 0.4694 -1.6066


No. 14
An isolated molecule of C2H3N3OS. Source: the Open Molecules 2025 dataset; level of theory: ωB97M-V/def2-TZVPD.

For the HOMO-LUMO gap, the calculation gives 8.788 eV. Its SMILES is Nc1n[nH]oc1=S. Its relative energy (zero: lowest compared OMol25 entry of this formula, charge and spin) is 2.249 eV. Its charge is 0. The energy is -715.613600 hartree. Its HOMO energy is -0.3477 Ha. Its LUMO energy is -0.7 eV.

Positions of all 10 atoms, in Å:
N 0.6628 -0.3121 -1.5576
C 0.2626 0.1998 -0.3220
N 0.6094 1.2146 0.2973
N -0.0654 1.1995 1.6049
O -0.8124 -0.0976 1.6119
C -0.6172 -0.7590 0.4008
S -1.6402 -1.8806 -0.1871
H 1.0217 0.3004 -2.2263
H -0.0861 -0.8755 -1.9883
H 0.6647 1.0105 2.3666


No. 15
An isolated molecule of C2H3N3OS. Source: the Open Molecules 2025 dataset; level of theory: ωB97M-V/def2-TZVPD.

For the HOMO-LUMO gap, the calculation gives 9.035 eV. Its SMILES is S=C1NN=CNO1. Its relative energy (zero: lowest compared OMol25 entry of this formula, charge and spin) is 3.475 eV. Its charge is 0. The energy is -715.568535 hartree. Its HOMO energy is -0.3141 Ha. Its LUMO energy is 0.5 eV.

Positions of all 10 atoms, in Å:
S -2.8040 -0.1090 -0.1331
C -1.2761 -0.1751 0.2107
N -0.6406 0.9875 0.3415
N 0.6231 1.1499 -0.2414
C 1.3635 0.1926 -0.1455
N 0.8608 -1.1227 0.2391
O -0.4936 -1.1917 -0.0885
H -1.1209 1.9227 0.5243
H 2.2884 0.3148 -0.7047
H 1.1994 -1.9690 -0.0024


No. 16
A structure of composition C2H3N3OS. Source: the Open Molecules 2025 dataset; level of theory: ωB97M-V/def2-TZVPD.

For the HOMO-LUMO gap, the calculation gives 9.647 eV. Its relative energy (zero: lowest compared OMol25 entry of this formula, charge and spin) is 0.607 eV. Its charge is 0. The energy is -715.673939 hartree. Its HOMO energy is -0.3325 Ha. Its LUMO energy is 0.6 eV.

Positions of all 10 atoms, in Å:
C 0.0614 -0.3352 -0.9218
C -0.6766 1.5725 -0.9334
H 0.3774 -1.5613 -2.1244
H -1.0678 2.5123 -1.3304
H 0.0544 0.4252 2.5041
N -0.3504 0.5795 -1.7696
N -0.4771 1.4326 0.3335
N 0.0075 0.1089 0.3527
O 0.4941 -1.5387 -1.1522
S 0.3821 -0.7086 1.8052


No. 17
An isolated molecule of C2H3N3OS2. Source: the Open Molecules 2025 dataset; level of theory: ωB97M-V/def2-TZVPD.

For the HOMO-LUMO gap, the calculation gives 9.537 eV. Its SMILES is N#CSN(S)C(N)=O. Its relative energy (zero: lowest compared OMol25 entry of this formula, charge and spin) is 0.535 eV. Its charge is 0. The energy is -1113.857851 hartree. Its HOMO energy is -0.3652 Ha. Its LUMO energy is -0.4 eV.

Positions of all 11 atoms, in Å:
N 2.6592 -0.7341 1.7302
C 2.5580 -0.2745 0.6807
S 2.0669 0.0325 -0.8989
N 0.3012 -0.1645 -0.6758
S -0.3648 -1.7811 -0.7638
C -0.4889 0.9825 -0.4124
N -1.8315 0.6706 -0.3518
O 0.0180 2.0742 -0.2314
H -0.5439 -1.9907 0.6626
H -2.0476 -0.2153 0.0526
H -2.3265 1.4004 0.2079


No. 18
An isolated molecule of C2H3N3OS2. Source: the Open Molecules 2025 dataset; level of theory: ωB97M-V/def2-TZVPD.

For the HOMO-LUMO gap, the calculation gives 8.713 eV. Its SMILES is S/N=c1\ncon1S. Its relative energy (zero: lowest compared OMol25 entry of this formula, charge and spin) is 2.106 eV. Its charge is 0. The energy is -1113.800123 hartree. Its HOMO energy is -0.3039 Ha. Its LUMO energy is 0.4 eV.

Positions of all 11 atoms, in Å:
S 0.6949 -2.2647 1.5380
N 0.2819 -0.6193 1.3689
C 0.3297 -0.1470 0.1954
N 0.6254 -0.7695 -1.0250
C 0.3572 0.1121 -1.9124
O -0.0590 1.3173 -1.4933
N 0.0678 1.2333 -0.0646
S -1.0889 2.1179 0.7768
H 0.4946 -2.2500 2.8847
H 0.4366 0.0236 -2.9685
H -2.1405 1.2463 0.7001


No. 19
The ion C2H3N4O with charge -1. Source: the Open Molecules 2025 dataset; level of theory: ωB97M-V/def2-TZVPD.

For the HOMO-LUMO gap (alpha / beta), the calculation gives 7.640 / 7.641 eV. Its SMILES is Cn1nnnc1[O-]. Its relative energy (zero: lowest compared OMol25 entry of this formula, charge and spin) is 2.744 eV. Its charge is -1. The energy is -372.191909 hartree. Its HOMO energy (alpha / beta) is -0.1340 / -0.1340 Ha. Its LUMO energy (alpha / beta) is 4.0 / 4.0 eV.

Positions of all 10 atoms, in Å:
C 1.3835 -0.2375 -0.0067
N -0.0050 -0.2312 0.1135
N -0.7698 -1.3894 0.2011
N -1.9691 -1.0693 0.0670
N -2.1550 0.2312 -0.1220
C -0.9885 0.7501 -0.0586
O -0.7090 2.4181 -0.0779
H 1.7714 -0.5937 -1.0578
H 1.5553 0.8783 0.0791
H 1.8862 -0.7567 0.8622


No. 20
The ion C2H3N4O3P with charge -2. Source: the Open Molecules 2025 dataset; level of theory: ωB97M-V/def2-TZVPD.

For the HOMO-LUMO gap, the calculation gives 5.323 eV. Its SMILES is Nn1cc(P(=O)([O-])[O-])nn1. Its relative energy (zero: lowest compared OMol25 entry of this formula, charge and spin) is 2.520 eV. Its charge is -2. The energy is -864.055980 hartree. Its HOMO energy is 0.0184 Ha. Its LUMO energy is 5.8 eV.

Positions of all 13 atoms, in Å:
N -2.6382 0.8526 0.4079
N -1.4716 0.3168 -0.0923
C -0.4354 -0.0556 0.7077
C 0.5930 -0.5996 -0.4622
P 2.5675 -0.8245 -0.1183
O 2.5928 -0.2347 1.3092
O 2.7542 -2.3297 -0.2818
O 3.0971 0.0385 -1.2742
N -0.0732 -0.4460 -1.5569
N -1.2712 0.0455 -1.4177
H -2.9554 1.6536 -0.2094
H -2.3946 1.2989 1.3369
H -0.3649 0.2841 1.6511